Entry 1:
Molecular formula: C4H7P
Method: DFT, wB97M-V/def2-TZVPD

Properties
Energy relative to the best compared isomer or geometry (same formula, charge and spin) in kJ/mol: 523.21
Highest occupied orbital energy (alpha / beta) in Ha: -0.32940 / -0.29461

XYZ file:
```
12
Properties=species:S:1:pos:R:3:lowdin_charge:R:1
C -1.67095 -1.34846 0.13865 0.01
C -1.20509 -0.10784 0.36257 -0.22
C 1.32613 0.80855 0.71471 -0.40
C 0.20558 0.06833 0.02856 -0.57
P 1.79564 -0.92538 0.04163 0.85
H -2.69476 -1.78916 0.11624 0.07
H -0.75739 -1.91763 -0.20272 0.05
H -1.65002 0.72149 0.71056 0.06
H 1.68391 1.62797 0.01171 0.07
H 1.34234 1.06680 1.79799 0.07
H 0.28326 0.62383 -1.97424 0.15
H 2.34618 -0.32314 -1.07305 -0.13
```

=====

Entry 2:
Molecular formula: H4I2Si2
Method: DFT, wB97M-V/def2-TZVPD

Properties
Energy relative to the best compared isomer or geometry (same formula, charge and spin) in kJ/mol: 159.59
Highest occupied orbital energy in Ha: -0.31521

XYZ file:
```
8
Properties=species:S:1:pos:R:3:lowdin_charge:R:1
Si -1.01012 0.22244 0.59343 0.12
Si 3.07856 0.68624 -0.85610 0.07
I 0.47210 0.73157 2.44608 0.28
I 2.44683 -0.34378 -2.98392 0.16
H -1.55095 -1.04767 1.06531 -0.13
H -0.05606 0.02329 -0.54133 -0.15
H -2.07502 1.27191 0.45868 -0.10
H 3.17677 -0.48545 0.11981 -0.24
```

=====

Entry 3:
Molecular formula: C19H27N3O3S
Method: DFT, wB97M-V/def2-TZVPD

Properties
SMILES: Cc1cc(-c2ccc(C)c(S(=O)(=O)NCCN3CCC(C)CC3)c2)on1
Energy relative to the best compared isomer or geometry (same formula, charge and spin) in kJ/mol: 303.56
Highest occupied orbital energy in Ha: -0.30727

XYZ file:
```
53
Properties=species:S:1:pos:R:3:lowdin_charge:R:1
C 3.11952 -5.43308 3.89350 -0.03
C 2.53761 -4.66328 2.76742 -0.35
N 1.38859 -4.04640 2.86781 0.10
O 1.13776 -3.44376 1.68392 0.01
C 2.15146 -3.69026 0.83038 -0.22
C 3.08133 -4.46986 1.47335 0.05
H 4.00569 -4.85344 1.09728 0.11
C 2.09336 -3.13500 -0.50696 -0.13
C 0.96934 -2.41097 -0.91075 0.01
C 0.91439 -1.87452 -2.17598 -0.20
C 1.95377 -2.03305 -3.08810 -0.24
C 3.06743 -2.76173 -2.67763 -0.02
C 3.14309 -3.30407 -1.40993 0.00
H 4.01935 -3.86036 -1.11593 0.11
H 3.88727 -2.90233 -3.36646 0.12
C 1.85769 -1.43931 -4.45096 -0.04
H 0.97269 -1.82267 -4.95654 0.08
H 1.73229 -0.36036 -4.37351 0.08
H 2.74240 -1.66297 -5.04161 0.08
S -0.52615 -0.93065 -2.68294 0.67
O -0.10631 0.42314 -2.92685 -0.28
O -1.19881 -1.63271 -3.73869 -0.28
N -1.51439 -1.01463 -1.33608 -0.15
H -2.44329 -1.30045 -1.60588 0.11
C -1.48445 0.10966 -0.42404 -0.23
C -2.36907 1.27947 -0.90350 -0.19
N -2.30968 2.48905 -0.12128 -0.18
C -1.03000 3.16844 -0.15478 -0.19
C -1.20775 4.59462 0.35996 -0.16
C -1.74588 4.57924 1.79073 -0.40
C -1.97857 5.99365 2.31192 -0.08
H -2.35378 5.96890 3.33268 0.07
H -1.05161 6.56260 2.29985 0.07
H -2.70660 6.51118 1.69114 0.08
C -3.03714 3.76167 1.81138 -0.16
C -2.79493 2.36695 1.23813 -0.20
H -3.73213 1.80471 1.22324 0.12
H -2.08017 1.83003 1.88813 0.12
H -3.78947 4.26531 1.20260 0.12
H -3.41738 3.67762 2.83132 0.12
H -1.00937 4.08424 2.43524 0.14
H -0.25224 5.12063 0.31958 0.12
H -1.91656 5.11608 -0.28475 0.12
H -0.67159 3.17823 -1.18603 0.13
H -0.27387 2.65548 0.46696 0.12
H -3.41254 0.94463 -0.92577 0.12
H -2.06306 1.52387 -1.92452 0.11
H -0.44380 0.43318 -0.37514 0.11
H -1.80012 -0.24038 0.56368 0.12
H 0.14191 -2.27706 -0.23398 0.11
H 4.08988 -5.02158 4.16642 0.08
H 3.26059 -6.47271 3.60262 0.08
H 2.45328 -5.38497 4.74938 0.08
```

=====

Entry 4:
Molecular formula: C47H75BrClO23PSi
Method: DFT, wB97M-V/def2-TZVPD

Properties
SMILES: CC[C@H](Br)[SiH2]P(O)Cl.O=C1CCCO1.O=C1CCCO1.O=C1CCCO1.O=C1CCCO1.O=C1CCCO1.O=C1CCCO1.O=C1CCCO1.O=C1CCCO1.O=C1CCCO1.O=C1CCCO1.O=C1CCCO1
Highest occupied orbital energy in Ha: -0.33192

XYZ file:
```
149
Properties=species:S:1:pos:R:3:lowdin_charge:R:1
C -3.74640 -2.69160 -3.56259 -0.14
C -3.00871 -3.47560 -4.79889 -0.31
C -1.93301 -2.57956 -5.65121 -0.81
Br -0.85089 -3.85156 -6.82293 0.53
Si -0.64196 -1.62084 -4.59214 0.38
P -1.12122 0.54412 -4.77504 0.40
O -2.86498 0.60474 -4.83255 -0.46
Cl -0.46599 1.55896 -2.97675 0.07
H -3.05128 -2.41683 -2.66034 0.07
H -4.55661 -3.45033 -3.12513 0.09
H -4.37272 -1.73927 -3.89326 0.08
H -2.47917 -4.45921 -4.40528 0.10
H -3.87871 -3.83318 -5.53268 0.11
H -2.44735 -1.83704 -6.42556 0.08
H -0.71215 -1.99029 -3.16612 -0.06
H 0.71636 -1.83382 -5.15249 -0.06
H -3.18304 0.08164 -4.03940 0.02
O -6.18796 -6.62435 -6.48652 0.11
C -6.66621 -5.52844 -6.24477 -0.44
O -5.93276 -4.42161 -5.92673 -0.01
C -6.81791 -3.35094 -5.60119 -0.18
C -8.12580 -3.70153 -6.26105 -0.17
C -8.12984 -5.20832 -6.20642 -0.08
H -6.90551 -3.28921 -4.51139 0.13
H -6.41059 -2.40823 -5.97804 0.13
H -8.99043 -3.24366 -5.77326 0.12
H -8.11362 -3.37208 -7.30715 0.13
H -8.55265 -5.58041 -5.26908 0.14
H -8.65038 -5.63948 -7.06464 0.13
O 1.63491 2.34190 3.57318 0.09
C 1.52446 2.28258 2.35973 -0.42
O 1.44310 1.11896 1.65011 0.01
C 1.43333 1.42060 0.25559 -0.18
C 0.96547 2.84926 0.16094 -0.17
C 1.50487 3.45824 1.43042 -0.08
H 2.44676 1.28814 -0.13758 0.13
H 0.75862 0.73497 -0.26527 0.10
H 1.30676 3.35481 -0.74631 0.12
H -0.13077 2.88234 0.17478 0.12
H 2.52544 3.82941 1.30205 0.13
H 0.84982 4.24738 1.80668 0.11
O -1.42989 -6.56253 -3.72665 0.06
C -2.41154 -7.27420 -3.86107 -0.44
O -3.63625 -7.00664 -3.32007 0.02
C -4.51427 -8.09956 -3.58536 -0.16
C -3.92388 -8.80335 -4.77911 -0.17
C -2.44404 -8.58021 -4.59553 -0.08
H -4.54965 -8.74222 -2.69942 0.12
H -5.52056 -7.72276 -3.79037 0.12
H -4.20325 -9.85862 -4.83833 0.13
H -4.25754 -8.31266 -5.70156 0.08
H -1.99044 -9.35368 -3.96959 0.14
H -1.92745 -8.50584 -5.55523 0.11
O 0.17459 6.44766 1.90928 0.07
C 1.13390 6.94296 2.47725 -0.43
O 1.34803 8.28601 2.59780 0.04
C 2.61340 8.50449 3.21981 -0.16
C 2.91649 7.23000 3.96327 -0.15
C 2.26442 6.18049 3.09913 -0.08
H 3.35328 8.71752 2.44112 0.14
H 2.54977 9.36431 3.89308 0.11
H 3.98616 7.06619 4.11857 0.11
H 2.43087 7.24961 4.94653 0.10
H 2.93503 5.82880 2.31020 0.12
H 1.89448 5.34314 3.69528 0.13
O 2.17304 4.43702 6.49674 0.09
C 1.38897 3.67226 7.03392 -0.45
O 0.80484 3.89568 8.24762 0.03
C 0.03625 2.75116 8.61520 -0.17
C -0.25843 2.03778 7.32169 -0.16
C 0.96269 2.34189 6.49117 -0.09
H 0.62906 2.13825 9.30227 0.13
H -0.87876 3.06916 9.12339 0.13
H -0.44349 0.96828 7.45238 0.12
H -1.14384 2.47902 6.84801 0.12
H 1.76137 1.61433 6.66027 0.13
H 0.71848 2.40948 5.42853 0.10
O 4.84970 10.80960 6.83112 0.10
C 3.71121 10.39081 6.96014 -0.45
O 2.98764 9.80731 5.96006 -0.01
C 1.66770 9.54033 6.43149 -0.17
C 1.78352 9.49266 7.93257 -0.16
C 2.88902 10.47972 8.21005 -0.08
H 1.00598 10.34363 6.09091 0.14
H 1.31390 8.59087 6.01921 0.12
H 0.84692 9.72935 8.44434 0.12
H 2.09807 8.49061 8.24876 0.13
H 2.50747 11.49912 8.31513 0.14
H 3.47289 10.19196 9.08737 0.13
O 4.26321 -0.97750 6.86027 0.09
C 4.15276 -1.03682 5.64681 -0.46
O 4.07140 -2.20044 4.93720 0.03
C 4.06163 -1.89879 3.54267 -0.17
C 3.59377 -0.47013 3.44802 -0.17
C 4.13317 0.13884 4.71751 -0.08
H 5.07506 -2.03125 3.14951 0.13
H 3.38692 -2.58443 3.02182 0.13
H 3.93506 0.03542 2.54078 0.12
H 2.49753 -0.43705 3.46186 0.12
H 5.15374 0.51002 4.58914 0.13
H 3.47812 0.92799 5.09377 0.11
O 1.26872 -10.14663 -5.12168 0.09
C 1.85733 -9.19920 -4.62762 -0.46
O 3.20829 -9.14672 -4.43698 0.03
C 3.53656 -7.94579 -3.74000 -0.17
C 2.38343 -7.01056 -3.99410 -0.16
C 1.21147 -7.95301 -4.10224 -0.10
H 3.65523 -8.18018 -2.67692 0.13
H 4.47960 -7.54389 -4.12179 0.13
H 2.26468 -6.25214 -3.21574 0.12
H 2.52861 -6.49392 -4.95067 0.12
H 0.76810 -8.16480 -3.12531 0.14
H 0.45701 -7.57691 -4.79704 0.11
O 4.99003 3.92179 2.90064 0.10
C 5.94933 4.41708 3.46861 -0.45
O 6.16347 5.76014 3.58916 0.02
C 7.42884 5.97862 4.21117 -0.16
C 7.73193 4.70413 4.95463 -0.16
C 7.07986 3.65462 4.09049 -0.08
H 8.16872 6.19165 3.43248 0.13
H 7.36521 6.83844 4.88444 0.13
H 8.80160 4.54032 5.10993 0.12
H 7.24631 4.72374 5.93789 0.13
H 7.75047 3.30293 3.30156 0.14
H 6.70991 2.81727 4.68663 0.13
O -5.37961 6.67481 4.97201 0.09
C -4.67244 6.48572 3.99614 -0.46
O -3.52754 7.17999 3.72896 0.03
C -3.01984 6.77479 2.45859 -0.17
C -3.61163 5.41211 2.20998 -0.17
C -4.94936 5.50215 2.89975 -0.09
H -3.33310 7.50741 1.70738 0.13
H -1.92680 6.74525 2.49069 0.10
H -3.68271 5.16080 1.14841 0.12
H -2.99734 4.64608 2.69871 0.12
H -5.72061 5.90974 2.24032 0.13
H -5.25735 4.53575 3.30551 0.13
O -3.25524 -8.34618 -7.41990 0.09
C -2.54807 -8.53528 -8.39577 -0.42
O -1.40317 -7.84101 -8.66295 0.03
C -0.89547 -8.24620 -9.93332 -0.17
C -1.48726 -9.60888 -10.18192 -0.17
C -2.82499 -9.51885 -9.49216 -0.08
H -1.20873 -7.51359 -10.68452 0.13
H 0.19756 -8.27575 -9.90121 0.13
H -1.55834 -9.86020 -11.24350 0.12
H -0.87298 -10.37492 -9.69319 0.13
H -3.59625 -9.11126 -10.15159 0.14
H -3.13298 -10.48524 -9.08640 0.13
```

=====

Entry 5:
Molecular formula: C10H19N5O5
Method: DFT, wB97M-V/def2-TZVPD

Properties
SMILES: [H]/N=C(/N)NCCC[C@H](NC(=O)[C@@H](N)CC(=O)O)C(=O)O
Energy relative to the best compared isomer or geometry (same formula, charge and spin) in kJ/mol: 496.79
Highest occupied orbital energy in Ha: -0.35673

XYZ file:
```
39
Properties=species:S:1:pos:R:3:lowdin_charge:R:1
C -2.52587 0.08743 -0.75925 -0.34
C -1.87683 1.09403 0.14459 -0.46
C -3.36316 0.91063 -1.76056 -0.08
C -4.67295 1.62968 -1.36141 -0.51
C -0.37701 -0.70322 1.36941 -0.21
C -0.44404 -1.37324 2.70461 -0.44
C 1.04827 -0.32764 1.08677 -0.18
C 1.51936 0.43994 -0.17781 -0.14
C 3.02750 0.96442 -0.06362 -0.21
C 4.60185 -0.64098 -1.04023 -0.62
H -3.99699 -1.57094 -0.53392 0.21
H -2.80669 -1.37905 0.74930 0.05
H -1.73688 -0.51760 -1.39821 0.17
H -2.82883 1.89170 -2.04844 0.14
H -3.40457 0.53006 -2.86540 0.15
H -4.61621 0.49250 0.15656 0.15
H -0.88248 1.20001 1.92456 0.15
H -0.69654 -1.39057 0.53141 0.16
H 1.36638 0.10668 1.99236 0.10
H 1.62825 -1.32400 1.01480 0.15
H 0.78624 1.25041 -0.31181 0.10
H 1.59545 -0.26709 -1.03601 0.10
H 3.36285 1.64621 0.84687 0.15
H 3.32231 1.35435 -1.03972 0.08
H 4.58396 -0.00529 0.95559 0.21
H 6.04612 -1.01962 -0.00311 0.00
H 3.12846 -0.86084 -2.34032 0.14
H 4.72133 -0.27621 -3.02254 0.18
H -1.69336 -2.51573 3.69939 0.09
N -3.30350 -0.82307 0.05526 0.02
N -1.16843 0.60235 1.17748 0.14
N 3.75689 -0.32115 0.11579 -0.03
N 5.77554 -1.22246 -0.94590 0.10
N 3.99210 -0.23768 -2.14970 0.05
O -2.17614 2.29490 0.08318 0.07
O -5.05073 2.72519 -1.82522 0.05
O -5.40159 1.05209 -0.37063 0.03
O 0.34428 -1.33662 3.59545 0.16
O -1.58432 -2.15960 2.85048 0.10
```

=====

Entry 6:
Molecular formula: C2H9NO4
Method: DFT, wB97M-V/def2-TZVPD

Properties
SMILES: NCC(=O)O.O.O
Energy relative to the best compared isomer or geometry (same formula, charge and spin) in kJ/mol: 179.29
Highest occupied orbital energy in Ha: -0.35999

XYZ file:
```
16
Properties=species:S:1:pos:R:3:lowdin_charge:R:1
O -0.71105 -0.72587 0.42069 0.02
C -0.67073 0.53758 0.42796 -0.45
O -1.42890 1.11157 -0.57049 0.04
C 0.34678 1.40374 1.16913 -0.09
N 0.94364 0.43172 2.25627 0.04
H -1.76337 0.16858 -0.86401 0.12
H -0.08471 2.33136 1.45933 0.10
H 1.00424 1.55912 0.32942 0.11
H 0.32534 -0.38521 2.25252 0.05
H 0.81809 0.91321 3.06715 0.00
H 4.00361 -1.40541 -0.58440 0.04
H 3.07787 -1.76915 0.69862 0.08
O 3.06472 -1.36784 -0.25381 -0.13
H -2.58275 -0.38116 -3.39850 0.11
H -1.76598 -1.58689 -3.19854 0.01
O -1.88652 -0.78216 -2.73864 -0.07
```

=====

Entry 7:
Molecular formula: C19H41F3NNa2O12S2
Method: DFT, wB97M-V/def2-TZVPD

Properties
Net charge: +1
Highest occupied orbital energy in Ha: -0.39648

XYZ file:
```
80
Properties=species:S:1:pos:R:3:lowdin_charge:R:1
Na 15.46558 1.03458 -10.46216 0.85
Na 17.61267 -2.90489 -8.84242 0.92
N 16.46080 -0.15807 -7.33392 -0.33
S 15.44281 -0.26317 -6.13327 0.49
O 14.39440 0.80514 -6.08351 -0.29
O 15.90558 -0.90934 -4.90633 -0.26
F 14.70483 -1.57618 -6.77020 -0.25
S 17.52092 0.65975 -6.34131 0.59
O 18.33762 -0.16604 -5.39886 -0.29
O 17.22945 2.07148 -6.00125 -0.27
F 18.53098 0.90303 -7.62932 -0.27
C 21.74035 4.30356 -6.08898 -0.10
C 22.49001 4.13633 -4.86049 -0.41
O 23.70350 4.69761 -5.05684 0.16
C 23.85778 5.15862 -6.33530 -0.45
O 24.82361 5.66167 -6.84016 0.19
O 22.71224 4.72837 -7.00163 0.07
F 22.61368 2.82091 -4.57472 0.08
H 21.09491 5.14604 -5.84051 0.14
H 21.15671 3.40634 -6.29507 0.15
H 21.93038 4.63598 -4.06975 0.17
C 11.12597 1.07245 -9.58366 -0.05
C 11.48204 2.43320 -8.92174 -0.29
O 12.63970 2.97625 -9.43042 -0.19
C 13.09178 4.23733 -8.98074 -0.22
C 14.61602 4.33238 -9.34663 -0.05
H 11.95789 0.45628 -9.92473 0.05
H 10.51948 0.43008 -8.94520 0.08
H 10.54410 1.37259 -10.45512 0.07
H 10.60398 3.06689 -9.04645 0.12
H 11.60895 2.31148 -7.84602 0.12
H 12.42781 5.00499 -9.37817 0.13
H 13.00128 4.32426 -7.89799 0.12
H 14.96367 5.31752 -9.03559 0.08
H 14.83315 4.27106 -10.41302 0.07
H 15.26205 3.70347 -8.73407 0.06
C 18.47366 2.41408 -0.98311 -0.08
C 16.95841 2.43019 -0.82227 -0.27
O 16.50354 1.53972 0.23719 -0.13
C 15.04802 1.51180 0.26649 -0.27
C 14.57088 0.72205 -0.94807 -0.10
H 18.94458 2.71362 -0.04684 0.07
H 18.85735 1.40999 -1.16389 0.07
H 18.93626 3.03849 -1.74744 0.07
H 16.60287 3.45786 -0.89704 0.12
H 16.58593 1.98790 -1.74625 0.09
H 14.49895 1.01069 1.06367 0.10
H 14.42763 2.39762 0.40265 0.11
H 13.52796 0.48453 -0.73832 0.07
H 15.08622 -0.20662 -1.19320 0.08
H 14.63465 1.43812 -1.76738 0.06
C 15.63888 -3.38545 2.24166 -0.07
C 16.22909 -4.41074 1.27987 -0.28
O 17.56492 -4.21457 0.82950 -0.14
C 17.64561 -3.18665 -0.12541 -0.31
C 19.11236 -2.84880 -0.31937 -0.08
H 14.68403 -3.81830 2.53998 0.08
H 16.30195 -3.08539 3.05308 0.08
H 15.46926 -2.43238 1.74067 0.06
H 16.24074 -5.42657 1.67490 0.12
H 15.52471 -4.49945 0.45278 0.11
H 17.19338 -3.48335 -1.07175 0.12
H 17.25088 -2.20972 0.15368 0.11
H 19.62127 -3.80901 -0.40361 0.07
H 19.59828 -2.32592 0.50439 0.08
H 19.27666 -2.23223 -1.20308 0.07
O 10.50647 5.26110 -5.37843 0.10
C 11.01819 5.92306 -4.52362 -0.50
O 10.37593 7.04112 -4.02829 0.00
C 9.02078 7.19215 -4.23258 -0.30
C 8.80247 8.25036 -5.23108 -0.08
C 12.39596 5.68516 -3.99446 0.02
H 8.55585 7.50186 -3.29662 0.12
H 8.35583 6.35953 -4.46212 0.13
H 9.04848 9.22086 -4.80014 0.08
H 7.79720 8.41877 -5.61731 0.08
H 9.31946 7.99389 -6.15576 0.08
H 13.09892 6.44502 -4.33589 0.09
H 12.85765 4.75400 -4.32291 0.08
H 12.42421 5.64837 -2.90545 0.09
```

=====

Entry 8:
Molecular formula: C3H8NOP
Method: DFT, wB97M-V/def2-TZVPD

Properties
Energy relative to the best compared isomer or geometry (same formula, charge and spin) in kJ/mol: 361.07
Highest occupied orbital energy (alpha / beta) in Ha: -0.26041 / -0.26407

XYZ file:
```
14
Properties=species:S:1:pos:R:3:lowdin_charge:R:1
C 2.71207 1.14729 -0.45923 -0.03
C -2.87653 -1.17965 -0.40115 -0.11
C 2.20371 0.07338 0.14780 -0.29
N -2.32361 -0.38600 0.54703 -0.51
O 2.86096 -1.13900 0.33248 -0.04
P -2.48056 1.30561 0.82541 0.63
H 2.15622 2.16410 -0.60487 0.09
H 3.75540 1.15327 -0.68440 0.03
H -2.76230 -2.24723 -0.12051 0.07
H -3.48830 -0.67375 -1.18049 0.07
H 1.09198 0.00028 0.49618 0.12
H -1.59401 -0.80050 1.23770 0.11
H 3.81639 -0.98688 0.22719 0.10
H -3.07142 1.56911 -0.36314 -0.24
```

=====

Please write out number 2 again, unchanged.
Molecular formula: H4I2Si2
Method: DFT, wB97M-V/def2-TZVPD

Properties
Energy relative to the best compared isomer or geometry (same formula, charge and spin) in kJ/mol: 159.59
Highest occupied orbital energy in Ha: -0.31521

XYZ file:
```
8
Properties=species:S:1:pos:R:3:lowdin_charge:R:1
Si -1.01012 0.22244 0.59343 0.12
Si 3.07856 0.68624 -0.85610 0.07
I 0.47210 0.73157 2.44608 0.28
I 2.44683 -0.34378 -2.98392 0.16
H -1.55095 -1.04767 1.06531 -0.13
H -0.05606 0.02329 -0.54133 -0.15
H -2.07502 1.27191 0.45868 -0.10
H 3.17677 -0.48545 0.11981 -0.24
```